## 1
32
Properties=species:S:1:pos:R:3:nbo_charge:R:1 method="wB97M-V/def2-TZVPD" charge=-1 homo_lumo_gap_ev=7.8 lumo_energy_ha=0.077
O -1.92 -1.18 1.80 -0.92
O 0.69 -2.42 2.29 -0.95
O 2.46 0.93 0.55 -0.99
O 3.37 -0.50 3.16 -0.96
O 0.26 1.21 -1.33 -1.26
O -1.93 -3.72 -1.98 -0.95
O -1.81 2.90 -0.34 -0.99
O -1.51 -0.38 -2.01 -1.07
O 1.39 -2.10 -2.20 -0.96
O -1.22 2.99 -3.53 -0.97
O 1.47 2.15 2.59 -0.94
H -2.53 -2.98 -1.87 0.49
H -1.72 2.60 -2.81 0.48
H -1.51 -0.84 2.61 0.45
H -1.77 -4.12 -1.12 0.46
H 1.49 1.30 3.04 0.47
H 2.80 1.83 0.56 0.46
H 0.64 2.17 2.10 0.47
H -1.00 2.53 -0.72 0.52
H -0.33 2.73 -3.26 0.48
H 0.10 -1.71 2.04 0.48
H -0.81 0.32 -1.52 0.50
H 0.38 -3.19 1.80 0.48
H -2.31 0.04 -1.68 0.43
H 1.63 1.21 0.09 0.51
H 0.68 -1.97 -1.57 0.49
H -2.71 -0.64 1.97 0.47
H 3.16 0.12 2.43 0.49
H -2.14 2.36 0.37 0.46
H 1.25 -1.47 -2.91 0.47
H 0.93 0.73 -1.82 0.45
H 2.51 -0.91 3.29 0.46


## 2
32
Properties=species:S:1:pos:R:3:nbo_charge:R:1 method="wB97M-V/def2-TZVPD" charge=-1 homo_lumo_gap_ev=9.5 lumo_energy_ha=0.105
O -0.89 -1.65 -0.76 -1.00
O 2.04 -1.19 3.93 -0.97
O -2.90 3.32 -0.26 -0.97
O 1.84 1.10 2.41 -1.03
O 0.80 2.06 0.28 -1.21
O 2.68 -1.82 -3.31 -0.93
O -0.88 0.97 -1.31 -1.08
O -2.68 1.25 2.64 -0.93
O -2.51 -0.81 -2.78 -0.97
O 2.29 0.71 -1.30 -1.01
O 0.24 -4.18 0.48 -0.96
H 1.60 -0.46 3.51 0.50
H 1.85 1.33 -0.62 0.50
H -2.99 2.15 2.73 0.46
H -0.05 -1.51 -1.27 0.47
H -2.29 -1.24 -1.91 0.47
H -2.05 2.87 -0.24 0.50
H -1.96 1.30 3.26 0.46
H -0.19 1.29 -0.56 0.53
H -3.41 2.91 -0.95 0.47
H 0.98 2.93 0.00 0.44
H 1.90 -0.14 -1.22 0.43
H 2.40 -2.66 -2.92 0.46
H 2.09 -1.20 -2.84 0.47
H 0.06 -4.10 1.43 0.47
H 2.82 -1.35 3.36 0.46
H -0.72 1.54 -2.09 0.48
H -1.33 -0.68 -0.80 0.52
H -0.30 -3.49 0.10 0.49
H 1.84 0.50 1.63 0.47
H -2.12 0.05 -2.58 0.47
H 1.61 1.95 1.83 0.52


The calculated energies rank the structures as follows, beginning with the most stable: 2, 1.


## 1
14
Properties=species:S:1:pos:R:3:nbo_charge:R:1 method="wB97M-V/def2-TZVPD" charge=0 homo_lumo_gap_ev=9.8 lumo_energy_ha=0.014
P -0.45 2.54 1.17 0.43
C 0.78 1.84 0.30 -0.79
C -0.33 -0.93 -1.89 -0.69
C -0.32 -1.17 -0.47 0.03
C -0.34 -1.40 0.71 -0.28
H -2.29 0.29 1.84 0.00
H -0.14 1.97 2.42 -0.06
H -0.36 -1.60 1.74 0.23
H 0.90 2.06 -0.75 0.21
H -1.33 -0.62 -2.20 0.24
H 1.51 1.16 0.72 0.22
H 0.38 -0.14 -2.14 0.23
H -2.78 0.40 2.44 0.00
H -0.05 -1.84 -2.43 0.24


## 2
14
Properties=species:S:1:pos:R:3:nbo_charge:R:1 method="wB97M-V/def2-TZVPD" charge=0 homo_lumo_gap_ev=10.3 lumo_energy_ha=0.036 smiles="C=C=CC.P"
P 3.27 0.19 -1.15 0.02
C -1.64 0.38 0.62 -0.28
C -0.69 -1.06 -1.26 -0.48
C -1.17 -0.24 -0.39 0.08
C -1.59 0.02 2.10 -0.61
H -1.47 0.89 2.69 0.21
H 2.35 1.04 -1.68 -0.02
H -2.30 1.30 0.52 0.22
H 0.23 -0.77 -1.77 0.22
H -2.59 -0.36 2.43 0.21
H -1.03 -0.78 2.38 0.21
H 4.02 1.33 -0.61 0.01
H -1.27 -1.88 -1.49 0.22
H 3.89 -0.06 -2.39 0.00


The calculated energies rank the structures as follows, beginning with the most stable: 2, 1.


## 1
9
Properties=species:S:1:pos:R:3:nbo_charge:R:1 method="wB97M-V/def2-TZVPD" charge=0 homo_lumo_gap_ev=8.4 lumo_energy_ha=-0.048
F -1.88 2.08 0.21 -0.29
F 1.01 0.42 0.74 -0.32
F 0.18 -1.21 2.67 -0.31
F 0.28 -0.89 -0.88 -0.32
C -2.11 0.84 0.16 0.32
C 0.66 -0.86 0.45 0.36
C -0.26 -1.48 1.42 0.40
H 1.50 -1.53 0.56 0.17
H -1.47 0.42 1.02 0.00


## 2
9
Properties=species:S:1:pos:R:3:nbo_charge:R:1 method="wB97M-V/def2-TZVPD" charge=0 homo_lumo_gap_ev="10.4 / 7.6" lumo_energy_ha="-0.005 / -0.044"
F 1.41 -1.60 -0.10 -0.34
F 2.61 0.11 0.73 -0.33
F -0.56 1.83 -0.69 -0.28
F 2.46 -0.24 -1.48 -0.34
C 1.78 -0.29 -0.28 0.95
C -1.02 0.74 -0.15 0.48
C -1.91 0.02 0.37 -0.64
H -2.94 0.45 0.69 0.22
H -1.82 -1.01 0.91 0.27


The calculated energies rank the structures as follows, beginning with the most stable: 2, 1.


## 1
36
Properties=species:S:1:pos:R:3:lowdin_spin:R:1 method="wB97M-V/def2-TZVPD" charge=+1 homo_lumo_gap_ev="11.0 / 2.7" lumo_energy_ha="-0.113 / -0.408" spin_multiplicity=2 s_squared=0.756
O -3.31 1.36 1.30 0.12
O -1.36 -0.75 -2.83 0.00
O 2.58 1.22 0.21 0.00
O -1.36 -2.58 -0.01 0.00
O 1.84 -1.58 -1.88 0.01
O -0.13 1.12 2.81 0.14
O 3.73 1.08 -2.37 0.00
O -0.58 -2.09 2.66 0.00
O -0.13 -0.01 0.19 0.11
O -2.60 1.03 -1.45 0.28
O 2.09 -1.75 2.30 0.10
O -0.94 3.36 -0.88 0.23
H -0.67 -3.23 0.11 0.00
H 0.72 0.32 -0.09 0.00
H 2.37 -0.91 2.68 0.00
H 3.26 0.83 -1.57 0.00
H -3.26 0.52 -0.98 0.00
H 1.89 -2.53 -1.81 0.00
H -0.97 -0.65 -3.69 0.00
H 3.42 1.62 -0.02 0.00
H -0.89 -1.77 -0.21 0.00
H 3.42 1.97 -2.55 0.00
H 1.13 -1.70 2.28 0.00
H -1.51 2.72 -1.31 0.00
H -3.29 0.51 1.73 0.00
H -0.99 4.14 -1.44 0.00
H -1.03 -1.59 -2.51 0.00
H 2.50 1.35 1.15 0.00
H -2.25 0.42 -2.10 0.00
H -0.68 -3.02 2.86 0.00
H 0.03 0.48 2.12 0.00
H -1.00 0.91 3.14 0.00
H -2.58 1.85 1.69 0.00
H 2.41 -1.25 -1.19 0.00
H -1.08 -1.95 1.86 0.00
H -0.77 0.58 -0.21 0.00


## 2
36
Properties=species:S:1:pos:R:3:lowdin_spin:R:1 method="wB97M-V/def2-TZVPD" charge=+1 homo_lumo_gap_ev="10.8 / 2.2" lumo_energy_ha="-0.116 / -0.393" spin_multiplicity=2 s_squared=0.757
O 0.20 0.53 -0.30 0.00
O 2.69 1.15 0.50 0.01
O -0.34 -2.35 2.57 0.63
O -0.76 4.10 -1.23 0.00
O 2.45 -1.39 -2.06 0.01
O 1.73 -1.75 0.96 0.00
O 1.45 0.90 -2.95 0.31
O 0.48 3.13 1.59 0.00
O -1.41 -1.75 -1.12 0.00
O -3.05 1.76 1.46 0.00
O 0.31 -3.66 -1.72 0.00
O -2.61 -0.93 2.04 0.00
H 2.43 -2.23 0.53 0.00
H -1.99 -2.49 -0.93 0.00
H -0.06 4.75 -1.20 0.00
H 1.01 2.68 2.25 0.00
H 1.86 0.06 -2.73 0.00
H -1.20 -2.05 2.29 0.01
H -1.88 -1.23 -1.76 0.00
H -2.61 0.00 1.82 0.00
H 1.90 1.00 -0.01 0.00
H 0.78 1.03 -2.28 0.00
H -3.51 -1.22 1.88 0.00
H -3.56 1.49 2.23 0.00
H -0.13 -0.37 -0.27 0.00
H -3.62 2.38 1.00 0.00
H 3.07 1.95 0.12 0.00
H 0.68 4.06 1.72 0.00
H -0.36 3.30 -0.89 0.00
H 1.76 -1.53 -1.41 0.00
H 2.05 -0.85 1.02 0.00
H 2.98 -2.19 -2.03 0.00
H -0.47 1.05 0.15 0.00
H -0.19 -2.92 -1.37 0.00
H -0.33 -4.37 -1.77 0.00
H 0.26 -2.03 1.90 0.01


The calculated energies rank the structures as follows, beginning with the most stable: 2, 1.


## 1
7
Properties=species:S:1:pos:R:3:nbo_charge:R:1 method="wB97M-V/def2-TZVPD" charge=0 homo_lumo_gap_ev="11.5 / 5.8" lumo_energy_ha="-0.032 / -0.145"
Cl 2.87 0.84 -1.60 -0.01
F 0.75 -1.45 0.55 -0.28
F -1.29 -1.41 0.17 -0.28
F -1.48 1.48 0.89 -0.30
O -0.18 0.37 -0.78 -0.44
C -0.40 0.80 0.46 0.52
C -0.27 -0.63 0.30 0.80


## 2
7
Properties=species:S:1:pos:R:3:nbo_charge:R:1 method="wB97M-V/def2-TZVPD" charge=0 homo_lumo_gap_ev=11.4 lumo_energy_ha=0.003
Cl 1.24 1.86 1.02 -0.02
F 2.47 0.85 -1.01 -0.29
F -0.88 -1.99 0.12 -0.32
F -1.89 -0.47 1.08 -0.33
O 0.29 0.89 -1.13 -0.51
C 1.28 1.09 -0.54 0.81
C -0.98 -1.39 1.27 0.65


The calculated energies rank the structures as follows, beginning with the most stable: 2, 1.


## 1
23
Properties=species:S:1:pos:R:3:nbo_charge:R:1 method="wB97M-V/def2-TZVPD" charge=0 homo_lumo_gap_ev=9.7 lumo_energy_ha=0.034 smiles=NCCNCCN.O
O 2.75 0.22 -1.09 -0.97
N -0.69 -0.01 0.16 -0.64
N 0.67 2.82 -0.58 -0.86
N 0.02 -3.25 -0.19 -0.83
C -0.92 -1.16 1.00 -0.24
C -1.19 -2.45 0.16 -0.23
C -0.73 2.35 -0.16 -0.23
C -0.69 1.19 0.90 -0.22
H -1.54 1.28 1.61 0.20
H 0.22 1.23 1.62 0.15
H 2.88 0.33 -2.03 0.48
H 2.21 0.92 -0.71 0.49
H 0.60 3.80 -0.87 0.36
H 0.11 -0.15 -0.45 0.37
H -2.00 -3.12 0.62 0.19
H 0.71 -2.58 -0.48 0.35
H 0.34 -3.71 0.65 0.35
H -1.35 3.17 0.22 0.17
H -1.65 -2.06 -0.79 0.19
H -1.84 -1.04 1.60 0.19
H 1.20 2.87 0.30 0.35
H -0.07 -1.46 1.67 0.16
H -1.29 2.08 -1.05 0.20


## 2
23
Properties=species:S:1:pos:R:3:nbo_charge:R:1 method="wB97M-V/def2-TZVPD" charge=0 homo_lumo_gap_ev=9.3 lumo_energy_ha=0.033
O 0.10 0.15 -1.73 -0.85
N -2.09 0.27 -0.59 -0.70
N 3.33 1.03 1.66 -0.84
N 0.32 -0.97 0.47 -0.86
C 1.30 -0.35 1.37 -0.22
C -3.21 -0.68 -0.68 -0.41
C 2.25 0.64 0.73 -0.23
C -1.23 0.51 -1.79 0.12
H -1.34 1.57 -2.05 0.13
H 3.91 1.76 1.28 0.36
H 2.63 0.19 -0.20 0.17
H 1.91 -1.15 1.81 0.19
H -3.14 -1.23 -1.61 0.20
H -1.73 -0.01 -2.63 0.12
H 1.72 1.51 0.38 0.20
H 0.46 -0.49 -0.76 0.48
H -0.74 -0.61 0.45 0.45
H -2.26 1.12 -0.08 0.38
H -4.18 -0.20 -0.64 0.19
H -3.07 -1.42 0.11 0.18
H 0.36 -1.97 0.44 0.39
H 0.77 0.12 2.21 0.20
H 3.94 0.24 1.86 0.35


The calculated energies rank the structures as follows, beginning with the most stable: 1, 2.